1.
# C6H4CuNO5S2

A molecular structure, C6H4CuNO5S2 in a non-equilibrium geometry (the ωB97M-V functional and the def2-TZVPD basis, OMol25).

The geometry in ORCA input format:
```
! wB97M-V def2-TZVPD RIJCOSX def2/J DEFGRID3
* xyz -2 1
Cu 1.693 0.444 -0.803
O 0.110 3.478 0.911
C 0.441 2.473 0.275
O 1.483 2.314 -0.437
C -0.486 1.257 0.376
C -0.682 0.635 1.606
C -1.515 -0.461 1.673
C -2.176 -0.873 0.525
C -1.983 -0.138 -0.631
N -1.177 0.918 -0.716
H -0.162 1.016 2.475
H -1.651 -0.992 2.609
H -2.805 -1.755 0.516
H -2.499 -0.415 -1.546
O 3.270 -0.926 -0.410
S 2.299 -1.675 -1.278
O 2.690 -3.072 -1.453
O 0.940 -1.553 -0.650
S 2.209 -0.676 -3.041
*
```

Output
Max |F| (eV/A): 1.523
E_tot (Ha): -3098.9360
LUMO energy (eV): 5.596
Molar mass (g mol⁻¹): 297.78


2.
# C15H28AsClN4O2Pd

A molecular structure, C15H28AsClN4O2Pd (the ωB97M-V functional and the def2-TZVPD basis, OMol25).

The geometry in ORCA input format:
```
! wB97M-V def2-TZVPD RIJCOSX def2/J DEFGRID3
* xyz 0 3
Pd 0.907 0.430 -0.459
N -1.407 1.428 -0.258
C -1.911 0.058 -0.478
C -3.397 -0.133 -0.064
C -3.738 -1.300 0.899
C -3.956 -2.698 0.262
N -3.063 -3.119 -0.792
C -1.815 -3.528 -0.611
N -1.061 -3.790 -1.675
N -1.323 -3.799 0.602
C -1.575 -0.274 -1.991
O -2.484 -0.749 -2.699
O -0.382 -0.065 -2.338
H -1.666 1.766 0.661
H -1.785 2.050 -0.964
H -1.271 -0.607 0.125
H -3.992 -0.243 -0.972
H -3.703 0.793 0.429
H -4.680 -1.064 1.398
H -2.962 -1.344 1.671
H -4.948 -2.700 -0.189
H -3.939 -3.465 1.040
H -3.227 -2.658 -1.691
H -1.339 -3.409 -2.568
H -0.062 -3.875 -1.503
H -1.847 -3.572 1.427
H -0.304 -3.878 0.647
C 1.927 -0.978 3.098
As 1.460 0.559 1.968
C 3.229 1.366 1.820
C 0.790 1.737 3.397
H 2.559 -0.644 3.921
H 2.464 -1.717 2.508
H 1.027 -1.439 3.506
H 3.726 1.422 2.789
H 3.118 2.373 1.416
H 3.839 0.791 1.125
H 1.587 1.894 4.123
H -0.069 1.300 3.906
H 0.501 2.705 2.989
C 3.544 3.668 -3.049
C 2.375 4.066 -2.417
C 1.680 3.168 -1.612
C 2.149 1.871 -1.457
C 3.323 1.476 -2.080
C 4.021 2.377 -2.879
H 4.081 4.361 -3.684
H 2.003 5.075 -2.546
H 0.770 3.491 -1.118
H 3.702 0.466 -1.969
H 4.942 2.069 -3.357
Cl 2.185 -1.712 -0.309
*
```

Output
Max |F| (eV/A): 0.957
E_tot (Ha): -3781.7086
LUMO energy (alpha / beta) (eV): -0.018 / -0.119
Molar mass (g mol⁻¹): 513.21


3.
# C5H7HgNO3

A molecular structure, C5H7HgNO3 in a non-equilibrium geometry (the ωB97M-V functional and the def2-TZVPD basis, OMol25).

The geometry in ORCA input format:
```
! wB97M-V def2-TZVPD RIJCOSX def2/J DEFGRID3
* xyz 2 1
C 0.750 1.221 2.505
C -0.096 1.711 1.468
C -1.139 2.138 0.252
O -2.098 1.040 0.066
C -1.584 0.038 -0.921
O -2.504 -0.892 -1.302
O -0.235 0.049 -1.505
C 0.685 -0.871 -0.818
N 0.173 -2.289 -0.660
H 1.330 0.503 3.233
H -1.762 3.058 0.686
H -0.609 2.511 -0.722
H 1.667 -0.920 -1.495
H 1.046 -0.517 0.238
H 0.778 -2.920 -1.267
H 0.397 -2.631 0.323
Hg 3.201 -1.231 -0.081
*
```

Output
Max |F| (eV/A): 10.244
E_tot (Ha): -627.4367
LUMO energy (eV): -14.546
Molar mass (g mol⁻¹): 329.71


4.
# C14H28BN3O4

C14H28BN3O4 in the gas phase in a non-equilibrium geometry (the ωB97M-V functional and the def2-TZVPD basis, OMol25).

The geometry in ORCA input format:
```
! wB97M-V def2-TZVPD RIJCOSX def2/J DEFGRID3
* xyz 0 1
O -0.400 -3.241 -0.195
O -3.384 -3.169 1.306
O -5.720 -2.412 1.484
O 1.672 -2.420 0.243
B -4.540 -2.627 0.738
C 0.479 -2.430 -0.388
N 4.243 3.269 1.084
N 0.318 1.014 -0.576
N 0.791 -1.919 -2.716
C -4.637 -2.240 -0.797
C 3.972 2.373 2.255
C 3.137 4.035 0.547
C 0.413 1.218 0.881
C 2.821 1.433 1.923
C 2.044 3.016 0.168
C -3.544 -1.308 -1.339
C 1.595 2.162 1.344
C -1.099 0.682 -0.957
C -2.126 -1.739 -1.077
C 1.197 -0.085 -1.172
C -1.088 -0.733 -1.604
C 0.335 -1.328 -1.460
H -2.559 -3.354 0.808
H -5.632 -2.822 2.365
H 1.743 -3.170 0.866
H 5.070 3.839 1.267
H 0.330 -2.816 -2.860
H 1.759 -2.113 -2.591
H -4.756 -3.161 -1.366
H -5.638 -1.809 -0.822
H 3.746 2.971 3.139
H 4.898 1.820 2.473
H 3.393 4.692 -0.296
H 2.795 4.684 1.345
H -0.530 1.642 1.191
H 0.477 0.256 1.364
H 3.161 0.727 1.182
H 2.571 0.854 2.803
H 2.416 2.335 -0.623
H 1.192 3.558 -0.245
H -3.629 -0.277 -0.942
H -3.732 -1.179 -2.403
H 1.169 2.825 2.127
H -1.708 0.684 -0.029
H -1.501 1.415 -1.638
H -1.897 -1.839 -0.003
H -1.950 -2.749 -1.485
H 2.029 -0.317 -0.490
H 1.572 0.378 -2.128
H -1.267 -0.624 -2.701
*
```

Output
Max |F| (eV/A): 2.299
E_tot (Ha): -1040.4171
LUMO energy (eV): 0.414
Molar mass (g mol⁻¹): 313.21


5.
# C4H5NO2

C4H5NO2 in the gas phase (the ωB97M-V functional and the def2-TZVPD basis, OMol25).

The geometry in ORCA input format:
```
! wB97M-V def2-TZVPD RIJCOSX def2/J DEFGRID3
* xyz 0 1
O -0.393 -1.567 1.789
C -1.310 -1.283 1.059
C -1.193 -0.318 -0.120
O -2.183 -0.021 -0.763
N 0.072 0.051 -0.405
C 0.811 1.079 -1.051
C 1.344 0.345 0.155
H -2.332 -1.696 1.174
H 0.490 2.114 -0.920
H 1.197 0.829 -2.037
H 2.106 -0.419 0.019
H 1.390 0.885 1.100
*
```

Output
Max |F| (eV/A): 0.688
E_tot (Ha): -360.5946
LUMO energy (eV): -0.038
Molar mass (g mol⁻¹): 99.09